# C25H37N5P2W

C25H37N5P2W as an isolated structure at a distorted geometry (wB97M-V/def2-TZVPD, the Open Molecules 2025 dataset).

```
70
Properties=species:S:1:pos:R:3:forces:R:3
H -2.339 2.843 1.236 0.0 0.2 -0.2
C -2.266 1.397 -2.262 0.4 0.2 0.2
H -1.722 -3.100 0.557 0.0 -0.1 -0.2
H -2.492 4.036 -3.081 0.3 -0.2 -0.2
H 1.331 -3.080 1.145 0.0 -0.1 -0.2
H -3.731 0.220 1.035 -0.1 -0.1 -0.2
C 1.235 -0.452 2.918 1.0 -0.3 2.0
H -1.870 -1.704 2.508 0.4 0.1 -0.2
H 1.498 -3.954 -0.395 -0.1 0.2 0.1
C 4.040 -1.230 -3.378 0.3 0.6 -0.2
C 0.142 1.856 -2.837 0.3 -0.2 0.8
C 2.430 2.127 -3.594 0.0 0.2 -0.5
H -2.206 -2.674 -1.094 0.2 -0.1 0.0
H -0.701 5.518 -3.934 0.1 -0.4 0.0
C 1.688 -1.416 -2.773 -0.1 -0.1 0.5
H -0.268 -2.508 2.200 -0.3 0.3 0.0
C 1.147 2.664 -3.468 -0.3 -0.1 0.3
H 1.325 1.055 -0.595 0.1 0.1 1.1
C 0.726 -2.090 4.598 -0.1 -0.1 0.1
W -0.118 0.064 0.220 1.8 1.6 0.5
H -2.436 -1.019 4.738 0.2 0.0 0.1
H 0.593 -3.292 -2.654 0.0 0.3 0.1
H 5.004 -1.727 -3.501 -0.3 0.3 -0.1
C 3.888 0.121 -3.632 0.2 -0.6 0.2
N -0.691 -2.068 4.190 0.1 0.5 -0.6
C 0.629 0.219 5.170 -0.1 0.3 -0.1
H -1.219 -1.259 6.052 -0.3 0.0 -0.4
P -2.035 1.114 -0.429 -2.6 1.0 -1.5
C -1.196 2.341 -2.785 -0.4 -0.1 0.3
H -0.435 -1.879 -3.015 0.4 0.0 0.1
H 3.236 2.753 -3.984 -0.2 -0.2 0.2
C 0.816 3.991 -3.871 -0.4 0.2 0.2
N 0.474 0.648 -2.227 -0.4 -0.4 -1.9
H 1.607 4.601 -4.308 -0.3 -0.1 0.1
C -1.473 3.646 -3.179 0.1 -0.8 0.3
H 0.625 -0.100 6.233 0.2 0.3 -0.6
N -0.789 0.312 4.745 0.3 -0.5 -0.9
H -1.962 0.621 3.045 0.5 -0.1 -0.2
C 1.571 0.004 -2.791 0.1 0.5 0.4
P 0.071 -2.014 -0.666 -0.3 -2.7 -1.0
C -1.385 -3.066 -0.483 -0.2 -0.6 0.1
H 3.029 -3.086 -2.860 0.0 0.4 -0.2
C -0.797 -1.722 2.754 -0.1 -0.9 1.5
C -0.460 4.484 -3.682 0.7 0.1 -0.3
C 1.447 -2.958 0.063 0.2 -0.1 0.4
H -1.138 -4.081 -0.817 -0.2 0.1 0.0
H -4.435 0.962 -0.444 0.2 -0.3 0.2
H 0.769 -2.332 5.678 0.1 0.1 -0.6
C 2.646 0.768 -3.360 -0.1 -0.4 0.2
H 4.713 0.718 -4.028 -0.2 -0.2 0.1
C -0.885 0.610 3.288 -0.4 0.4 1.7
N 1.364 -0.783 4.375 -0.5 0.1 -0.9
H -3.255 3.195 -0.272 0.3 -0.2 0.2
N -0.175 -0.399 2.457 -0.2 0.1 -1.1
C -3.627 0.319 -0.053 -0.2 0.0 0.2
H 1.178 1.420 0.169 0.7 0.6 -0.4
C -2.302 2.828 0.139 0.3 0.0 0.4
H -3.683 -0.672 -0.524 0.0 0.3 0.2
C 2.927 -2.003 -2.991 -0.8 0.2 0.1
H -2.214 0.404 -2.740 0.0 0.4 0.0
C 0.444 -2.222 -2.446 0.4 0.5 -0.1
H -3.278 1.813 -2.401 0.4 -0.1 0.0
H 1.789 -1.233 2.385 -0.2 0.2 -0.2
C -1.367 -1.031 4.983 -0.1 0.2 0.1
H -0.450 1.601 3.119 0.0 -0.1 -0.1
H 1.265 -2.862 4.031 -0.1 0.1 0.2
H 2.396 -2.442 -0.111 -0.1 0.0 -0.1
H 1.115 1.202 5.067 -0.2 -0.3 0.1
H 1.725 0.517 2.778 -0.2 0.0 -0.2
H -1.483 3.468 -0.210 -0.2 -0.1 0.2
```
Forces are in eV/Å.

Output
* HOMO-LUMO gap (spin up / spin down): 0.233 / 0.235 hartree
* E_HOMO (spin up / spin down): -13.27 / -13.56 eV
* multiplicity: 3
* E_tot: -54362.093 eV
* total charge: +2



# C25H38Cl2InN2O3P

C25H38Cl2InN2O3P as an isolated structure at a distorted geometry (wB97M-V/def2-TZVPD, the Open Molecules 2025 dataset).

```
72
Properties=species:S:1:pos:R:3:forces:R:3
C 1.929 1.144 3.234 -0.2 0.7 0.3
C 3.465 0.897 0.666 0.8 0.1 0.6
P 2.165 0.143 1.728 0.0 0.5 -1.0
C -1.855 -0.811 4.316 -0.4 0.0 0.2
C -3.627 -0.997 -1.246 -0.1 -0.4 -0.9
H 3.299 3.887 -3.718 -0.3 0.0 -0.2
H -4.097 -0.434 -2.073 0.1 -0.2 0.4
H 2.318 3.007 2.192 -0.2 -0.1 0.3
In 0.539 0.189 -0.427 -1.7 -0.8 -0.7
C 2.627 2.582 -6.794 -0.2 0.2 0.7
H -2.028 1.457 1.775 0.1 -0.3 0.0
H 3.191 1.934 0.415 0.1 -0.4 0.1
C -2.110 -0.982 -1.307 -1.0 -0.4 0.1
H -1.682 -1.954 -0.995 0.1 0.9 0.8
H 3.334 -1.402 3.242 0.0 0.1 -0.2
H 1.505 -0.488 4.607 -0.1 0.1 -0.1
H 2.709 -5.816 -0.636 0.0 0.1 0.0
C 1.861 1.799 -4.475 -0.1 -0.5 1.2
H -1.238 -0.467 5.158 -0.1 0.0 -0.2
N -2.243 0.314 3.479 0.0 0.1 0.0
C -1.526 1.080 -2.685 -0.9 0.8 0.1
H 3.053 3.571 -8.680 -0.1 0.0 0.5
C -1.335 0.031 -1.678 2.3 -1.1 1.1
H -2.910 1.693 4.939 0.1 0.0 -0.1
H 1.472 4.453 4.002 0.0 -0.4 0.1
O 1.689 1.961 -3.267 0.4 0.4 -2.6
H 0.602 3.449 6.119 0.1 -0.2 -0.2
Cl 1.991 -0.666 -2.213 0.9 -0.3 0.0
N 1.217 -4.324 -0.574 0.0 -0.3 0.3
H -4.186 0.734 4.181 0.1 0.0 -0.1
C 1.493 0.589 4.459 0.1 0.3 -0.5
C 3.190 3.849 -4.800 -0.1 0.4 -0.4
O 0.638 -2.262 0.218 1.3 -1.2 -0.8
C -1.722 0.509 2.257 1.1 -1.2 -0.9
H 1.430 0.914 -5.004 0.0 0.2 0.4
C 1.960 2.552 3.116 -0.3 -0.4 0.1
C 2.606 2.721 -5.390 0.3 0.6 0.3
H -3.378 2.021 3.243 -0.1 0.0 0.3
O -0.951 -0.301 1.694 -1.0 1.3 0.9
C 3.572 4.935 -5.589 0.1 -0.4 0.0
C 2.173 -5.137 -1.307 0.0 0.2 0.2
H -3.989 -0.587 -0.290 0.2 0.0 -0.2
H -0.369 -5.670 -0.609 0.0 0.2 0.2
C 1.439 -3.028 -0.384 -1.1 1.4 0.7
H -0.975 0.817 -3.595 -0.1 -0.1 0.1
H 2.299 1.645 -7.236 -0.1 0.2 0.0
H 3.506 0.327 -0.284 -0.1 0.2 0.5
H 3.731 5.720 -7.585 0.0 -0.3 0.0
C 0.124 -4.999 0.106 -0.1 -0.4 -0.3
H -1.121 2.044 -2.371 -0.1 0.0 0.0
H 2.880 -4.458 -1.788 0.0 -0.3 -0.1
H 1.953 -2.116 2.373 0.1 -0.1 0.0
C 1.039 1.417 5.487 0.0 0.2 0.0
H 1.657 -5.741 -2.059 0.1 0.2 0.0
H -1.303 -1.552 3.735 -0.1 0.2 0.0
H 0.513 -5.623 0.922 0.0 0.2 -0.1
H -3.953 -2.045 -1.281 -0.3 0.3 -0.1
Cl 0.223 2.556 0.036 0.2 0.4 0.3
C 3.468 4.848 -6.985 0.0 -0.2 0.4
H -2.595 1.181 -2.911 0.1 0.3 -0.3
C 2.810 -1.449 2.281 0.1 -0.5 0.4
H -2.766 -1.263 4.742 0.3 0.0 -0.2
C 1.476 3.366 4.143 0.1 0.0 0.0
C 0.992 2.806 5.328 0.2 -0.2 -0.4
C -3.233 1.241 3.995 0.1 0.0 0.0
H 3.943 5.837 -5.090 -0.1 -0.3 -0.4
H 0.718 0.987 6.436 0.1 0.0 -0.2
C 3.051 3.650 -7.586 0.2 0.2 0.0
H 2.382 -2.658 -0.818 -0.4 0.0 0.1
H -0.589 -4.276 0.502 0.2 0.0 -0.1
H 4.454 0.861 1.164 -0.4 0.2 -0.3
H 3.491 -1.870 1.533 -0.2 0.1 0.0
```
Forces are in eV/Å.

Output
* HOMO-LUMO gap: 0.251 hartree
* E_HOMO: -6.39 eV
* E_tot: -75172.358 eV
* energy relative to the best compared isomer or geometry (same formula, charge and spin): 25.3 kcal per mole
* total charge: 0